(1)
Below is 10 unconnected molecules or ions with the total composition C27H76BClN2O11P, with properties calculated with ωB97M-V/def2-TZVPD.

CARTESIAN COORDINATES (ANGSTROEM)
C 0.009 4.574 1.818
C -0.071 5.435 0.557
N -1.279 5.179 -0.220
B -1.462 3.754 -0.747
Cl -2.704 3.896 -2.211
C -0.150 2.978 -1.304
C -0.476 1.574 -1.854
C 0.571 0.483 -1.609
C 0.827 0.197 -0.136
N 1.993 -0.715 0.032
C 1.648 -1.846 0.907
C 3.122 -0.035 0.627
C 4.418 -0.172 -0.134
O 3.046 0.581 1.665
P -2.402 2.585 0.587
O -3.540 1.693 0.129
H 0.755 4.972 2.513
H 0.313 3.553 1.565
H -0.961 4.522 2.313
H 0.860 5.306 -0.023
H -0.077 6.489 0.873
H -1.269 5.783 -1.035
H 0.263 3.580 -2.128
H 0.647 2.913 -0.553
H -0.605 1.662 -2.938
H -1.440 1.218 -1.476
H 1.506 0.745 -2.124
H 0.214 -0.449 -2.066
H -0.058 -0.297 0.281
H 0.965 1.107 0.452
H 2.517 -2.504 1.012
H 0.832 -2.399 0.444
H 1.346 -1.505 1.907
H 4.818 0.805 -0.403
H 5.154 -0.621 0.542
H 4.312 -0.832 -0.989
H -1.417 1.773 1.224
H -2.841 3.416 1.649
C -4.710 6.078 4.672
C -3.444 5.242 4.676
O -2.628 5.479 3.539
H -5.285 5.885 3.766
H -5.337 5.862 5.538
H -4.468 7.145 4.691
H -3.688 4.180 4.641
H -2.874 5.427 5.595
H -2.381 6.409 3.529
C -4.903 0.378 -2.694
C -3.570 -0.337 -2.751
O -2.930 -0.169 -4.021
H -5.567 0.009 -3.481
H -5.380 0.239 -1.723
H -4.753 1.449 -2.839
H -3.700 -1.413 -2.618
H -2.919 0.022 -1.956
H -2.780 0.778 -4.123
C 2.821 -2.153 -4.790
C 3.500 -1.167 -3.861
O 4.680 -1.712 -3.267
H 2.562 -3.064 -4.249
H 1.908 -1.725 -5.207
H 3.481 -2.427 -5.618
H 2.846 -0.910 -3.029
H 3.746 -0.244 -4.397
H 5.294 -1.941 -3.974
C -8.863 4.112 6.527
C -7.695 4.549 7.387
O -7.376 5.928 7.218
H -8.653 4.302 5.475
H -9.067 3.047 6.647
H -9.767 4.668 6.795
H -6.792 4.005 7.111
H -7.901 4.343 8.444
H -8.150 6.446 7.459
C 9.340 -1.553 -0.576
C 8.060 -0.888 -1.046
O 7.569 0.065 -0.113
H 9.183 -2.040 0.387
H 9.679 -2.302 -1.295
H 10.138 -0.817 -0.453
H 7.261 -1.622 -1.157
H 8.212 -0.415 -2.023
H 8.230 0.755 0.003
C -8.839 -1.370 7.739
C -8.669 0.111 7.465
O -9.315 0.518 6.264
H -8.452 -1.956 6.905
H -8.310 -1.662 8.647
H -9.895 -1.622 7.866
H -7.616 0.356 7.327
H -9.041 0.700 8.312
H -10.255 0.330 6.348
C 6.884 -4.562 -3.014
C 6.834 -5.165 -4.401
O 6.929 -4.158 -5.415
H 6.073 -3.844 -2.880
H 6.795 -5.324 -2.238
H 7.828 -4.032 -2.857
H 5.886 -5.675 -4.567
H 7.643 -5.891 -4.538
H 7.768 -3.703 -5.289
C 6.610 -7.909 -7.903
C 8.027 -7.638 -7.429
O 8.487 -6.359 -7.845
H 6.558 -7.846 -8.990
H 6.274 -8.900 -7.593
H 5.919 -7.170 -7.491
H 8.712 -8.375 -7.848
H 8.082 -7.717 -6.337
H 7.885 -5.708 -7.462
C -4.069 -3.366 0.278
C -2.861 -2.681 0.896
O -2.697 -1.358 0.432
H -3.984 -3.369 -0.809
H -4.160 -4.397 0.628
H -4.986 -2.833 0.540
H -1.947 -3.210 0.622
H -2.941 -2.698 1.991
H -3.468 -0.821 0.659

Calculated values
E_tot	-2837.91367	hartree
HOMO-LUMO gap	6.10	eV
HOMO energy	-4.34	eV
net charge	-1

***

(2)
Below is 11 unconnected molecules or ions with the total composition C27H76O11 at a distorted geometry, with properties calculated with ωB97M-V/def2-TZVPD.

CARTESIAN COORDINATES (ANGSTROEM)
C 2.096 1.625 -4.582
C 0.938 1.637 -3.551
C 0.283 0.278 -3.493
O 1.397 1.961 -2.153
H 1.651 1.372 -5.555
H 2.816 0.834 -4.380
H 2.605 2.573 -4.539
H 0.251 2.421 -3.774
H -0.525 0.271 -2.709
H 0.993 -0.512 -3.216
H -0.202 -0.008 -4.405
H 1.864 1.143 -1.934
C -0.199 -3.067 -4.403
C 0.356 -4.460 -4.047
C 1.814 -4.379 -3.645
O -0.326 -4.954 -2.888
H -0.239 -2.555 -3.424
H -1.163 -3.258 -4.861
H 0.544 -2.646 -5.129
H 0.287 -5.146 -4.852
H 2.491 -3.990 -4.398
H 2.143 -5.380 -3.378
H 1.924 -3.735 -2.772
H -0.993 -5.568 -3.188
C 1.789 3.365 1.550
C 1.355 4.208 0.314
C 2.485 4.400 -0.668
O 0.200 3.555 -0.309
H 2.766 3.679 1.897
H 1.936 2.340 1.223
H 1.060 3.385 2.381
H 1.001 5.188 0.695
H 2.171 5.015 -1.528
H 2.834 3.455 -1.095
H 3.295 4.958 -0.165
H 0.592 2.842 -0.849
C -4.260 3.546 -3.321
C -3.037 3.616 -2.509
C -2.198 2.366 -2.704
O -2.362 4.807 -2.936
H -4.035 3.552 -4.398
H -4.926 4.330 -3.074
H -4.823 2.579 -3.106
H -3.267 3.721 -1.418
H -2.735 1.523 -2.300
H -1.280 2.437 -2.080
H -2.014 2.283 -3.778
H -1.574 4.844 -2.384
C -4.163 1.500 1.713
C -3.256 2.646 1.231
C -3.015 3.826 2.209
O -2.081 2.034 0.766
H -5.068 1.873 2.172
H -3.620 0.982 2.493
H -4.493 0.790 0.883
H -3.763 3.083 0.344
H -3.968 4.398 2.279
H -2.248 4.494 1.786
H -2.628 3.371 3.148
H -1.492 2.762 0.434
C 1.959 -3.491 3.545
C 1.160 -3.860 2.291
C 0.256 -5.102 2.405
O 0.412 -2.697 1.923
H 2.912 -3.014 3.335
H 2.201 -4.385 4.091
H 1.297 -2.912 4.171
H 1.912 -4.096 1.492
H -0.573 -4.912 3.105
H 0.817 -6.050 2.575
H -0.343 -5.181 1.503
H -0.134 -2.874 1.147
C 1.208 0.367 4.050
C 2.215 0.490 5.205
C 2.484 2.001 5.435
O 1.735 -0.141 6.317
H 1.464 1.013 3.243
H 0.194 0.683 4.340
H 1.216 -0.652 3.684
H 3.134 -0.031 4.844
H 1.500 2.403 5.792
H 2.804 2.487 4.544
H 3.191 2.139 6.275
H 0.801 0.134 6.395
C 3.348 -1.833 0.267
C 3.308 -0.348 -0.164
C 4.666 0.332 -0.246
O 2.695 -0.298 -1.453
H 3.331 -1.894 1.342
H 4.209 -2.400 -0.088
H 2.407 -2.276 -0.127
H 2.725 0.271 0.468
H 5.249 -0.097 0.603
H 4.557 1.435 -0.208
H 5.182 0.014 -1.121
H 3.299 -0.724 -2.071
C -2.718 -3.806 -0.982
O -1.407 -3.819 -0.494
H -2.671 -3.729 -2.075
H -3.168 -4.724 -0.643
H -3.245 -2.918 -0.568
H -0.803 -4.261 -1.136
C -3.705 -1.834 3.007
O -4.351 -1.081 4.048
H -2.764 -1.316 2.775
H -3.439 -2.864 3.293
H -4.192 -1.813 2.016
H -5.274 -1.402 4.169
C -0.848 -0.663 -0.002
O -2.235 -0.733 0.012
H -0.357 -0.491 0.930
H -0.482 -1.553 -0.474
H -0.548 0.141 -0.657
H -2.573 0.152 0.252

Calculated values
ΔE to the lowest compared entry with this formula, charge and spin	37.4	kcal/mol
E_tot	-1901.84682	hartree
HOMO-LUMO gap	9.76	eV
HOMO energy	-9.40	eV
net charge	0

***

(3)
Below is 11 unconnected molecules or ions with the total composition C27H76O11 at a distorted geometry, with properties calculated with ωB97M-V/def2-TZVPD.

CARTESIAN COORDINATES (ANGSTROEM)
C -0.627 0.468 -0.217
C 0.049 -0.651 0.504
O -0.186 -0.510 1.881
H 0.052 1.320 -0.252
H -1.599 0.885 0.046
H -0.716 0.226 -1.277
H 1.084 -0.721 0.168
H -0.385 -1.611 0.226
H 0.654 -0.698 2.308
C 2.441 2.958 0.335
C 3.460 4.045 0.554
O 2.790 5.289 0.820
H 1.804 2.763 1.197
H 2.939 2.001 0.175
H 1.784 3.180 -0.506
H 4.151 4.213 -0.272
H 4.027 3.995 1.484
H 3.346 5.974 0.442
C -1.041 2.240 3.688
C -0.467 3.303 4.515
O 0.909 3.161 4.911
H -0.576 2.162 2.706
H -2.105 2.427 3.544
H -0.873 1.293 4.201
H -1.053 3.528 5.406
H -0.558 4.290 4.061
H 1.531 3.639 4.358
C -4.281 -5.376 1.506
C -2.797 -4.937 1.845
O -2.824 -3.516 1.882
H -4.652 -5.301 0.484
H -4.933 -4.790 2.154
H -4.514 -6.423 1.698
H -2.057 -5.406 1.196
H -2.627 -5.273 2.867
H -1.901 -3.255 1.833
C 0.592 -3.378 4.473
C 1.489 -4.031 3.418
O 0.739 -4.796 2.504
H 0.238 -4.079 5.229
H -0.278 -2.835 4.103
H 1.210 -2.657 5.008
H 2.152 -4.795 3.824
H 2.003 -3.218 2.906
H 0.481 -5.638 2.885
C -0.357 -3.442 -2.232
C 0.148 -2.931 -3.618
O -0.962 -2.904 -4.494
H -0.954 -2.683 -1.726
H 0.502 -3.538 -1.568
H -0.903 -4.383 -2.164
H 0.796 -3.676 -4.079
H 0.775 -2.043 -3.549
H -1.061 -1.954 -4.586
C -1.461 3.917 -1.419
C -2.755 3.808 -0.479
C -2.704 4.630 0.779
O -3.955 3.963 -1.263
H -0.543 3.789 -0.846
H -1.455 4.890 -1.912
H -1.419 3.022 -2.041
H -2.929 2.836 -0.017
H -1.803 4.384 1.342
H -3.566 4.510 1.437
H -2.830 5.697 0.598
H -4.073 4.908 -1.382
C 5.457 -2.491 -2.220
C 4.185 -1.728 -1.885
C 3.666 -2.060 -0.481
O 4.485 -0.364 -1.828
H 5.557 -2.694 -3.286
H 5.410 -3.424 -1.658
H 6.398 -2.056 -1.883
H 3.425 -1.889 -2.650
H 3.026 -1.337 0.024
H 4.431 -2.287 0.262
H 3.056 -2.962 -0.530
H 5.163 -0.361 -1.149
C 3.856 -1.233 4.810
C 3.398 -0.018 4.066
C 4.059 0.218 2.665
O 1.985 -0.122 3.957
H 3.413 -1.231 5.806
H 4.931 -1.289 4.986
H 3.634 -2.208 4.377
H 3.538 0.847 4.714
H 3.682 -0.442 1.883
H 5.130 0.340 2.821
H 3.823 1.258 2.440
H 1.638 0.637 4.432
C -4.250 0.123 -2.140
C -4.929 1.121 -3.075
C -6.148 1.757 -2.380
O -3.995 2.061 -3.479
H -4.234 0.492 -1.114
H -3.240 -0.220 -2.365
H -4.878 -0.767 -2.104
H -5.200 0.553 -3.965
H -5.831 2.329 -1.508
H -6.889 1.063 -1.982
H -6.601 2.595 -2.909
H -3.965 2.619 -2.698
C 0.895 0.766 -4.544
C -0.631 1.160 -4.765
C -0.940 1.025 -6.284
O -1.561 0.261 -4.159
H 1.603 1.154 -5.276
H 1.114 -0.301 -4.591
H 1.146 0.965 -3.502
H -0.849 2.138 -4.338
H -0.290 1.684 -6.860
H -1.954 1.285 -6.589
H -0.712 0.012 -6.616
H -2.373 0.757 -4.033

Calculated values
2S+1	2
ΔE to the lowest compared entry with this formula, charge and spin	83.4	kcal/mol
E_tot	-1901.41583	hartree
HOMO-LUMO gap (alpha / beta)	10.39 / 2.70	eV
HOMO energy (alpha / beta)	-12.09 / -12.00	eV
net charge	+1

***

(4)
Below is a molecular structure, C27H77BF4N5O12Pt at a distorted geometry, with properties calculated with ωB97M-V/def2-TZVPD.

CARTESIAN COORDINATES (ANGSTROEM)
Pt -1.421 -2.827 -0.552
B 0.409 0.171 -0.950
F 0.319 1.016 0.120
F 1.752 -0.074 -1.205
F -0.323 -0.969 -0.664
F -0.135 0.739 -2.068
C -0.377 1.143 -5.733
C -1.311 0.137 -5.145
O -0.657 -0.700 -4.227
O 0.309 1.939 -4.787
H -1.054 1.782 -6.300
H 0.335 0.732 -6.449
H -1.729 -0.498 -5.927
H -2.177 0.535 -4.615
H -0.355 -0.147 -3.503
H 0.840 1.283 -4.329
C 2.037 3.952 -0.267
C 0.958 4.246 -1.402
O -0.116 3.352 -1.210
O 2.652 2.609 -0.344
H 1.506 4.134 0.667
H 2.859 4.667 -0.244
H 1.582 4.026 -2.268
H 0.648 5.284 -1.520
H 0.224 2.489 -1.459
H 2.073 1.931 0.011
C 1.099 -3.327 -2.107
C 1.342 -3.905 -0.698
O 0.450 -3.546 0.293
O -0.299 -3.348 -2.404
H 1.589 -3.924 -2.877
H 1.520 -2.322 -2.120
H 2.360 -3.577 -0.492
H 1.415 -4.992 -0.725
H 0.776 -3.836 1.148
H -0.494 -3.906 -3.161
C 3.331 1.563 -3.698
O 2.471 0.504 -3.559
H 3.501 1.918 -4.715
H 2.970 2.428 -3.143
H 4.274 1.343 -3.199
H 2.184 0.487 -2.643
C -2.593 4.970 0.620
C -1.975 4.087 1.706
C -2.746 3.943 3.047
O -2.110 3.120 4.002
C -2.735 3.206 5.282
N -1.755 2.807 1.164
H -2.674 5.990 0.995
H -3.594 4.627 0.357
H -1.976 5.061 -0.274
H -1.048 4.618 1.924
H -3.739 3.535 2.858
H -2.930 4.889 3.558
H -2.226 2.500 5.938
H -3.788 2.926 5.308
H -2.811 4.197 5.730
H -1.198 2.268 1.812
H -0.987 2.934 0.520
C 0.362 1.191 5.556
C 1.247 2.243 4.944
C 1.670 1.871 3.526
O 2.563 0.811 3.521
C 2.986 0.190 2.343
N 0.528 3.537 4.839
H -0.185 1.495 6.448
H 1.061 0.367 5.699
H -0.410 0.765 4.915
H 2.098 2.391 5.610
H 2.201 2.665 3.001
H 0.777 1.684 2.930
H 3.571 -0.681 2.638
H 3.578 0.891 1.754
H 2.239 -0.148 1.625
H -0.341 3.438 4.333
H 1.044 4.238 4.327
C -4.813 -0.574 -2.295
C -4.112 -1.961 -2.121
C -4.118 -2.793 -3.433
O -5.474 -3.112 -3.860
C -6.081 -4.238 -3.199
N -2.774 -1.590 -1.799
H -4.199 0.021 -2.970
H -4.841 -0.043 -1.343
H -5.781 -0.588 -2.794
H -4.518 -2.455 -1.238
H -3.420 -3.624 -3.321
H -3.651 -2.267 -4.266
H -7.106 -4.283 -3.568
H -6.140 -4.125 -2.117
H -5.525 -5.162 -3.359
H -2.955 -0.675 -1.413
H -2.311 -1.316 -2.654
C 5.186 -0.092 -0.627
C 5.280 -1.611 -0.496
C 5.044 -2.456 -1.856
O 5.536 -3.840 -1.664
C 5.720 -4.508 -2.923
N 6.660 -1.840 -0.071
H 5.980 0.357 -1.224
H 5.191 0.477 0.303
H 4.314 0.339 -1.120
H 4.641 -1.940 0.323
H 5.649 -1.930 -2.595
H 3.992 -2.515 -2.135
H 4.965 -4.281 -3.675
H 5.740 -5.590 -2.793
H 6.650 -4.151 -3.365
H 6.778 -2.839 0.022
H 7.250 -1.633 -0.864
C -0.525 -1.243 2.551
C -1.653 -2.319 2.449
C -2.536 -2.426 3.688
O -3.188 -1.147 3.829
C -3.654 -0.853 5.191
N -2.468 -2.048 1.256
H 0.045 -1.307 3.478
H -0.912 -0.246 2.342
H 0.257 -1.454 1.821
H -1.108 -3.247 2.275
H -1.856 -2.646 4.510
H -3.224 -3.270 3.646
H -4.144 0.121 5.206
H -2.755 -0.792 5.804
H -4.340 -1.573 5.636
H -3.242 -2.696 1.280
H -2.898 -1.155 1.453

Calculated values
2S+1	3
ΔE to the lowest compared entry with this formula, charge and spin	71.6	kcal/mol
E_tot	-2794.90846	hartree
HOMO-LUMO gap (alpha / beta)	6.77 / 4.72	eV
HOMO energy (alpha / beta)	-10.44 / -10.44	eV
net charge	+1